1.
{"formula": "C23H20ClInNO3P", "method": "wB97M-V/def2-TZVPD", "multiplicity": 1, "e_lumo_ev": [-3.371, -3.383], "orbital_gap_ev": [4.6534, 4.6420], "charge": 0, "elements": ["C", "C", "C", "H", "C", "C", "H", "H", "H", "H", "In", "Cl", "P", "C", "C", "H", "C", "H", "C", "H", "C", "H", "C", "H", "C", "C", "H", "C", "H", "C", "H", "C", "H", "C", "H", "C", "C", "H", "C", "H", "C", "H", "C", "H", "C", "H", "O", "N", "O", "O"], "xyz": [[-1.26924, -1.93242, 3.59565], [-1.01777, -2.48845, 2.37631], [0.39526, -2.27677, 2.04461], [-1.75208, -3.00065, 1.73903], [1.01355, -1.69234, 3.12101], [-0.00934, -1.24041, 4.10137], [0.13172, -1.47123, 5.17378], [-2.17820, -1.76863, 4.16542], [0.81790, -2.40643, 1.05862], [2.04234, -1.39433, 3.25528], [1.15487, 1.48381, 4.18261], [3.05466, 1.36736, 2.68448], [0.00021, 0.44742, -0.58689], [1.18560, -0.64746, -1.43820], [0.92309, -1.47663, -2.54561], [-0.05022, -1.44174, -3.03068], [1.92290, -2.33275, -3.01836], [1.70153, -2.97385, -3.87052], [3.18720, -2.39159, -2.42326], [3.95266, -3.07080, -2.81132], [3.45137, -1.54963, -1.33684], [4.43776, -1.58689, -0.87562], [2.47789, -0.68521, -0.85716], [2.71667, -0.03457, -0.01586], [-1.64530, -0.05640, -1.16981], [-2.00389, -1.41749, -1.02763], [-1.27220, -2.14956, -0.67016], [-3.27577, -1.84528, -1.39063], [-3.54844, -2.88881, -1.27676], [-4.21801, -0.94918, -1.89630], [-5.21625, -1.30282, -2.21453], [-3.87135, 0.39904, -2.00790], [-4.61305, 1.10294, -2.37492], [-2.60608, 0.85952, -1.64542], [-2.35066, 1.91723, -1.77282], [0.37596, 2.08176, -1.36801], [0.94688, 2.28961, -2.64256], [1.18086, 1.43486, -3.27163], [1.18063, 3.59868, -3.09095], [1.63465, 3.75088, -4.07369], [0.84945, 4.70114, -2.29914], [1.00740, 5.71879, -2.67388], [0.30544, 4.49665, -1.02732], [0.04667, 5.35514, -0.40495], [0.09992, 3.20493, -0.55465], [-0.30120, 3.05197, 0.44791], [-1.30439, 0.24491, 6.75140], [-0.14827, -0.03315, 6.47299], [0.78431, 0.84936, 6.47554], [-0.32768, 0.14948, 4.01804]]}

=====

2.
{"formula": "C23H20DyNO2PS3Se", "method": "wB97M-V/def2-TZVPD", "multiplicity": 6, "e_lumo_ev": [2.542, 2.544], "relative_energy_ev": 0.000, "orbital_gap_ev": [7.6838, 7.6495], "charge": -1, "elements": ["Dy", "C", "C", "C", "C", "C", "C", "C", "P", "C", "C", "C", "C", "C", "C", "C", "C", "C", "C", "C", "C", "C", "C", "H", "H", "H", "H", "H", "H", "H", "H", "H", "H", "H", "H", "H", "H", "H", "H", "H", "H", "H", "H", "S", "C", "S", "S", "O", "O", "Se", "C", "N"], "xyz": [[0.82449, 0.19998, 2.59828], [-2.39693, -1.30681, 1.17954], [-2.60190, -0.47423, -0.06281], [-3.90711, -0.25266, -0.49488], [-4.20039, 0.51469, -1.62211], [-3.16045, 1.13118, -2.28788], [-1.85386, 0.92839, -1.88983], [-1.55363, 0.10934, -0.80288], [0.16383, -0.12603, -0.24169], [1.20552, 0.78458, -1.43398], [1.94647, 0.09465, -2.40067], [2.71934, 0.78414, -3.32578], [2.78227, 2.17247, -3.30741], [2.07523, 2.84573, -2.32781], [1.27084, 2.19396, -1.40069], [0.54135, 3.02294, -0.35151], [0.45847, -1.89821, -0.52989], [-0.18379, -2.66275, -1.50820], [-0.16498, -4.04070, -1.43749], [0.55974, -4.65581, -0.41355], [1.26098, -3.90920, 0.50044], [1.23560, -2.50469, 0.47562], [1.93857, -1.73857, 1.48874], [-3.35239, -1.69347, 1.54067], [-2.01812, -0.66001, 1.98938], [-1.71260, -2.13593, 1.04816], [-4.73918, -0.70336, 0.03225], [-5.21610, 0.64150, -1.95492], [-3.34550, 1.76675, -3.14441], [-1.06366, 1.39930, -2.43423], [1.96446, -0.98830, -2.39700], [3.28508, 0.23549, -4.05858], [3.40179, 2.72597, -4.00683], [2.14354, 3.92051, -2.26847], [0.55377, 4.06888, -0.62226], [1.02685, 2.95675, 0.62508], [-0.50673, 2.72156, -0.20056], [-0.77856, -2.15189, -2.26453], [-0.73552, -4.62979, -2.13174], [0.60454, -5.73015, -0.32923], [1.84813, -4.38366, 1.28628], [2.63180, -0.98373, 1.08254], [2.53654, -2.35310, 2.14607], [1.96595, 1.11466, 7.39040], [1.59810, 0.91418, 5.80484], [0.70912, -0.40378, 5.20910], [2.29340, 2.29536, 4.97875], [1.74474, 2.34790, 3.41700], [2.53122, 1.47938, 2.45114], [-3.08418, 3.42663, 1.53880], [-1.99660, 2.20474, 2.22963], [-1.24954, 1.38522, 2.63913]]}

=====

3.
{"formula": "C23H20F2O4S", "method": "wB97M-V/def2-TZVPD", "multiplicity": 1, "e_lumo_ev": -3.320, "relative_energy_ev": 0.000, "orbital_gap_ev": 2.3609, "charge": 0, "elements": ["C", "C", "O", "C", "C", "F", "S", "C", "C", "C", "C", "C", "C", "O", "O", "O", "H", "H", "H", "H", "H", "H", "H", "H", "H", "H", "F", "C", "C", "C", "C", "C", "C", "C", "C", "C", "C", "C", "C", "C", "H", "H", "H", "H", "H", "H", "H", "H", "H", "H"], "xyz": [[-3.04155, -1.08550, 3.87590], [-4.01379, -0.46139, 2.91583], [-3.28495, 0.35084, 1.99093], [-4.12052, 0.82387, 1.01597], [-3.31431, 1.39777, -0.01877], [-3.92825, 1.95999, -1.05449], [-1.51353, 1.23540, -0.03148], [-1.14781, 1.89468, -1.65603], [-0.85541, 1.00655, -2.69251], [-0.52899, 1.51534, -3.95023], [-0.51915, 2.89564, -4.15852], [-0.85298, 3.77503, -3.12463], [-1.18133, 3.27472, -1.86401], [-0.92112, 2.13869, 0.92721], [-1.15321, -0.16968, -0.06600], [-5.34194, 0.73965, 1.02642], [-3.56800, -1.85936, 4.43383], [-2.19722, -1.54723, 3.35712], [-2.67505, -0.35272, 4.59907], [-4.55035, -1.23629, 2.35666], [-4.74396, 0.16362, 3.44330], [-0.88011, -0.06525, -2.49623], [-0.28571, 0.81180, -4.74543], [-0.25435, 3.29135, -5.13677], [-0.85817, 4.85433, -3.27609], [-1.45032, 3.93602, -1.03994], [5.16884, 3.32640, 0.54781], [4.38449, 2.23195, 0.29598], [3.84406, 2.09263, -0.98245], [3.07204, 0.97223, -1.22548], [2.83441, -0.03455, -0.23144], [2.05907, -1.15248, -0.65155], [1.63049, -2.33612, 0.00727], [0.89866, -3.27158, -0.79836], [0.45617, -4.48347, -0.29960], [0.71713, -4.82562, 1.03775], [1.41087, -3.92644, 1.86011], [1.85557, -2.69982, 1.36955], [3.41031, 0.18159, 1.05580], [4.17808, 1.31178, 1.32185], [4.02313, 2.83283, -1.75961], [2.62680, 0.82223, -2.21042], [1.77885, -1.11359, -1.70791], [0.69679, -2.98952, -1.83337], [-0.09374, -5.16641, -0.95003], [0.37586, -5.78336, 1.42842], [1.60673, -4.19030, 2.90232], [2.37196, -2.01824, 2.03782], [3.25859, -0.54229, 1.84885], [4.61691, 1.47426, 2.30560]]}

=====

4.
{"formula": "C23H20IN4O2SSc", "method": "wB97M-V/def2-TZVPD", "multiplicity": 1, "e_lumo_ev": -6.318, "relative_energy_ev": 0.342, "orbital_gap_ev": 6.9423, "charge": 2, "elements": ["Sc", "C", "C", "C", "C", "N", "C", "C", "C", "C", "C", "C", "N", "H", "H", "H", "H", "H", "H", "H", "H", "I", "C", "C", "C", "C", "C", "C", "C", "O", "O", "H", "H", "H", "H", "C", "C", "C", "C", "N", "C", "S", "N", "C", "H", "H", "H", "H", "H", "H", "H", "H"], "xyz": [[-1.13081, -0.23085, -0.02554], [-2.21341, -2.25861, -3.71212], [-2.01905, -3.54397, -3.23406], [-2.05181, -3.77078, -1.86407], [-2.27017, -2.70291, -1.02118], [-2.37677, -1.44049, -1.47735], [-2.36091, -1.23377, -2.79855], [-2.45982, -2.86589, 0.44703], [-2.97623, -4.02420, 0.99059], [-3.23003, -4.07583, 2.35358], [-2.96289, -2.96503, 3.13669], [-2.43831, -1.84743, 2.52777], [-2.18878, -1.79053, 1.21542], [-2.22959, -2.04439, -4.77197], [-1.85266, -4.36725, -3.91759], [-1.91282, -4.76564, -1.46523], [-2.47419, -0.21046, -3.12407], [-3.21233, -4.86466, 0.35391], [-3.64700, -4.97179, 2.79450], [-3.15790, -2.95924, 4.19957], [-2.19270, -0.96857, 3.10866], [7.15814, 0.65002, -1.67793], [5.19380, 0.21347, -1.18450], [4.28654, -0.09599, -2.19489], [2.97626, -0.39199, -1.86521], [2.57633, -0.35770, -0.52949], [3.48987, -0.04755, 0.47849], [4.80352, 0.23230, 0.15237], [1.18970, -0.62198, -0.18510], [0.68740, -0.33178, 0.95841], [0.34740, -1.07387, -1.05472], [4.60648, -0.11282, -3.22710], [2.25882, -0.64219, -2.63551], [3.16899, -0.04094, 1.51253], [5.52333, 0.45700, 0.92825], [1.41504, 5.65328, 0.35143], [0.66826, 4.37528, 0.52384], [0.29075, 3.83893, 1.72337], [-0.40163, 2.62671, 1.73326], [-0.72251, 2.00435, 0.59590], [-0.36283, 2.52573, -0.59306], [-0.76510, 1.69681, -1.99454], [0.33492, 3.68972, -0.60057], [-0.76862, 1.96285, 3.01605], [1.67975, 6.07813, 1.31491], [0.80417, 6.37630, -0.19473], [2.32816, 5.48530, -0.22448], [0.53154, 4.34643, 2.64557], [0.60278, 4.05214, -1.50854], [-0.90040, 2.68322, 3.81949], [0.04193, 1.28388, 3.29634], [-1.68461, 1.38725, 2.90415]]}